1.
The following is a DFT calculation (ωB97M-V/def2-TZVPD) of C53H58N5P2SSbSi2Ta as an isolated structure.

Last column: Mulliken charge in e.
Positions of all 123 atoms, in Å:
Ta 0.417 1.117 0.052  -0.46
C -2.901 3.580 0.063  -0.78
Si -1.656 3.608 1.442  0.09
C -0.394 4.959 1.221  -1.03
C -2.444 3.767 3.123  -0.98
N -0.765 2.001 1.337  0.66
P -1.244 0.529 2.051  1.41
C -0.227 -0.502 1.104  0.39
P 1.401 -1.010 1.385  1.22
N 2.173 0.290 0.649  0.50
Si 3.921 0.377 0.167  0.98
C 3.934 0.771 -1.657  -0.96
C 4.789 -1.236 0.497  -1.26
C 4.742 1.701 1.223  -1.55
C 1.868 -1.195 3.093  0.70
C 2.995 -0.548 3.594  -0.62
C 3.398 -0.779 4.900  -0.84
C 2.675 -1.649 5.704  -0.82
C 1.540 -2.284 5.211  -0.83
C 1.135 -2.061 3.906  -0.16
C 1.852 -2.481 0.473  2.00
C 2.174 -3.672 1.118  -1.25
C 2.574 -4.772 0.372  -0.99
C 2.671 -4.682 -1.008  -1.02
C 2.360 -3.490 -1.654  -0.75
C 1.945 -2.396 -0.917  -0.12
C -2.985 0.277 1.772  0.31
C -3.931 0.837 2.634  -0.58
C -5.279 0.734 2.335  -1.09
C -5.685 0.076 1.181  -0.88
C -4.746 -0.489 0.328  -0.56
C -3.395 -0.389 0.619  0.19
C -0.912 0.567 3.802  0.59
C 0.076 1.403 4.316  -0.15
C 0.340 1.396 5.676  -0.75
C -0.383 0.560 6.519  -0.77
C -1.359 -0.283 6.006  -0.90
C -1.623 -0.289 4.646  -0.57
H -3.348 4.568 -0.062  0.53
H -3.705 2.871 0.272  0.20
H -2.444 3.300 -0.890  0.19
H -0.847 5.892 1.563  0.57
H -0.104 5.111 0.181  0.19
H 0.498 4.800 1.830  0.28
H -2.419 4.823 3.401  0.55
H -1.931 3.220 3.914  0.25
H -3.491 3.467 3.106  0.34
H 3.820 -0.154 -2.230  0.10
H 4.885 1.218 -1.950  0.55
H 3.145 1.458 -1.970  0.15
H 4.599 -1.984 -0.273  0.30
H 4.557 -1.678 1.468  0.35
H 5.861 -1.021 0.494  0.56
H 4.068 2.238 1.893  0.33
H 5.264 2.431 0.600  0.50
H 5.497 1.232 1.858  0.55
H 3.557 0.139 2.977  0.12
H 4.277 -0.285 5.290  0.50
H 2.996 -1.836 6.720  0.47
H 0.976 -2.956 5.843  0.50
H 0.251 -2.560 3.523  0.49
H 2.137 -3.745 2.197  0.46
H 2.829 -5.695 0.876  0.46
H 3.005 -5.536 -1.583  0.49
H 2.456 -3.409 -2.727  0.27
H 1.734 -1.463 -1.433  -0.14
H -3.623 1.344 3.537  0.84
H -6.013 1.162 3.004  0.49
H -6.739 -0.002 0.950  0.46
H -5.068 -1.015 -0.560  0.47
H -2.657 -0.840 -0.033  -0.24
H 0.624 2.070 3.660  0.32
H 1.097 2.053 6.083  0.48
H -0.185 0.570 7.582  0.47
H -1.920 -0.930 6.667  0.50
H -2.385 -0.948 4.250  0.55
N 3.833 5.398 0.407  -0.37
C 2.881 4.843 -0.360  0.06
C 2.276 3.611 -0.036  -0.18
N 1.350 3.073 -0.827  0.80
C 0.991 3.729 -1.941  -0.68
C 1.589 4.947 -2.235  -0.72
N 2.512 5.495 -1.466  -0.55
H 4.117 5.000 1.283  0.21
H 4.197 6.300 0.144  0.27
H 2.545 3.077 0.866  -0.20
H 0.250 3.279 -2.582  0.51
H 1.301 5.493 -3.125  0.47
S -0.737 0.883 -2.037  -0.58
Sb -1.307 -1.099 -3.231  1.84
C -2.232 -2.534 -2.034  0.34
C -1.512 -3.221 -1.057  -0.39
C -2.155 -4.198 -0.314  -0.60
C -3.494 -4.488 -0.551  -0.77
C -4.200 -3.809 -1.536  -0.63
C -3.572 -2.822 -2.283  -0.94
C 0.350 -1.907 -4.205  0.84
C 1.425 -1.115 -4.593  -0.60
C 2.437 -1.684 -5.353  -0.64
C 2.357 -3.020 -5.732  -0.59
C 1.276 -3.801 -5.343  -0.81
C 0.265 -3.248 -4.568  -0.59
C -2.629 -0.340 -4.642  0.60
C -2.384 -0.607 -5.985  -0.51
C -3.279 -0.135 -6.935  -0.79
C -4.392 0.592 -6.539  -0.54
C -4.626 0.856 -5.193  -0.80
C -3.743 0.391 -4.233  -0.47
H -0.461 -3.013 -0.884  0.61
H -1.609 -4.745 0.442  0.53
H -3.988 -5.258 0.026  0.45
H -5.236 -4.053 -1.729  0.48
H -4.121 -2.299 -3.057  0.53
H 1.476 -0.067 -4.318  0.51
H 3.280 -1.083 -5.667  0.47
H 3.141 -3.453 -6.339  0.43
H 1.216 -4.838 -5.644  0.46
H -0.572 -3.864 -4.256  0.45
H -1.512 -1.171 -6.297  0.48
H -3.104 -0.335 -7.983  0.43
H -5.085 0.959 -7.284  0.43
H -5.496 1.425 -4.896  0.44
H -3.922 0.603 -3.184  0.51

## Properties
Maximum force (hartree/bohr): 0.0100
Gap between HOMO and LUMO (eV): 7.4
ΔE to the lowest compared entry with this formula, charge and spin (kcal/mol): 0.00
Calculated total energy (Eh): -4284.74757
Net charge: +3
HOMO level (eV): -15.73

2.
The following is a DFT calculation (ωB97M-V/def2-TZVPD) of C53H63BFeN5O5P3SSi as an isolated structure in a non-equilibrium geometry.

Last column: Mulliken spin population.
Positions of all 133 atoms, in Å:
Fe -0.605 0.188 0.098  3.59
C 1.638 -3.629 -1.565  0.00
N 0.561 -2.669 -1.307  0.07
P -0.191 -2.683 0.253  0.10
C -0.984 -4.344 0.212  0.05
C -1.417 -4.871 -1.002  0.01
C -2.061 -6.097 -1.058  0.00
C -2.310 -6.803 0.109  0.00
C -1.919 -6.270 1.328  -0.01
C -1.266 -5.048 1.384  0.02
C 1.138 -2.974 1.481  0.10
C 1.742 -1.798 2.209  0.07
C 2.067 -2.112 3.645  0.30
C 2.315 -3.382 4.034  -0.07
C 2.146 -4.453 3.126  0.36
C 1.484 -4.234 1.916  -0.05
P 0.464 -1.076 -1.978  -0.02
C -1.067 -1.133 -2.985  -0.02
C -1.723 0.073 -3.217  0.08
C -2.800 0.127 -4.089  0.00
C -3.252 -1.031 -4.704  0.00
C -2.604 -2.238 -4.472  0.00
C -1.501 -2.283 -3.636  0.00
C 1.683 -1.159 -3.352  0.02
C 3.032 -1.306 -3.018  0.01
C 4.001 -1.398 -4.002  0.00
C 3.639 -1.334 -5.340  0.00
C 2.308 -1.159 -5.683  0.00
C 1.334 -1.062 -4.698  0.00
H 1.312 -4.610 -1.220  0.00
H 2.564 -3.377 -1.039  0.00
H 1.841 -3.696 -2.631  0.00
H -1.243 -4.313 -1.910  0.00
H -2.363 -6.498 -2.017  0.00
H -2.811 -7.761 0.067  0.00
H -2.120 -6.812 2.243  0.00
H -0.973 -4.644 2.343  0.00
H 1.109 -0.908 2.159  0.05
H 2.194 -1.276 4.322  0.01
H 2.606 -3.596 5.055  0.01
H 2.410 -5.458 3.425  0.00
H 1.177 -5.100 1.344  0.01
H -1.371 0.973 -2.726  -0.02
H -3.287 1.071 -4.297  0.00
H -4.095 -0.988 -5.380  0.00
H -2.948 -3.142 -4.959  0.00
H -0.945 -3.203 -3.510  0.00
H 3.317 -1.345 -1.974  0.00
H 5.041 -1.516 -3.722  0.00
H 4.394 -1.414 -6.111  0.00
H 2.014 -1.096 -6.722  0.00
H 0.306 -0.926 -4.996  0.00
C -0.195 4.634 0.835  0.00
C -1.409 3.988 0.220  0.01
C -2.398 4.796 -0.306  0.01
C -3.562 4.194 -0.775  0.00
C -3.690 2.829 -0.727  0.01
C -2.641 2.036 -0.200  0.03
N -1.515 2.650 0.264  0.03
N -2.658 0.688 -0.166  0.03
Si -4.112 -0.275 -0.151  0.02
C -4.947 -0.078 1.532  0.00
C -5.437 0.151 -1.443  0.00
C -3.616 -2.063 -0.504  -0.01
H -0.461 5.076 1.798  0.00
H 0.170 5.438 0.197  0.00
H 0.603 3.914 0.986  0.01
H -2.270 5.869 -0.337  0.00
H -4.368 4.801 -1.168  0.00
H -4.574 2.337 -1.099  0.00
H -5.173 0.973 1.731  0.00
H -4.322 -0.446 2.348  0.00
H -5.889 -0.631 1.551  0.00
H -4.999 0.400 -2.409  0.00
H -6.072 0.981 -1.128  0.00
H -6.089 -0.713 -1.590  0.00
H -3.841 -2.717 0.342  0.00
H -2.552 -2.139 -0.712  -0.02
H -4.152 -2.456 -1.369  0.00
C 4.259 4.529 -0.091  0.00
C 3.121 3.809 0.604  -0.01
O 2.206 3.295 -0.376  0.02
P 1.688 1.761 -0.414  0.04
O 2.844 1.035 -1.284  0.07
C 3.550 1.668 -2.374  0.01
C 5.020 1.312 -2.334  0.00
O 0.488 1.982 -1.519  -0.06
C 0.085 3.173 -2.224  0.00
C 0.669 3.236 -3.621  0.00
H 4.865 5.057 0.645  0.00
H 3.858 5.257 -0.796  0.00
H 4.897 3.828 -0.631  0.00
H 2.571 4.507 1.237  0.00
H 3.493 2.996 1.230  0.00
H 3.422 2.748 -2.311  0.00
H 3.100 1.322 -3.305  0.00
H 5.499 1.751 -1.462  0.00
H 5.512 1.681 -3.235  0.00
H 5.149 0.232 -2.280  0.00
H 0.354 4.056 -1.649  0.00
H -1.005 3.121 -2.278  0.00
H 1.743 3.415 -3.596  0.00
H 0.192 4.049 -4.168  0.00
H 0.486 2.301 -4.154  0.00
N -0.160 1.752 3.040  0.00
C -0.860 0.652 3.392  0.03
N -1.265 -0.262 2.547  -0.02
C -1.908 -1.294 3.227  0.03
C -2.497 -2.417 2.660  0.00
C -3.110 -3.353 3.474  0.01
C -3.157 -3.188 4.855  0.00
C -2.582 -2.076 5.444  0.00
C -1.963 -1.148 4.622  0.01
S -1.177 0.332 5.086  0.00
H -0.445 2.113 2.121  0.00
H -0.055 2.455 3.755  0.00
H -2.488 -2.522 1.586  0.00
H -3.554 -4.232 3.024  0.00
H -3.658 -3.925 5.469  0.00
H -2.611 -1.921 6.514  0.00
O 4.111 -2.298 1.171  -0.01
B 3.231 -1.426 1.777  0.09
O 3.898 -0.323 2.301  0.01
C 5.233 -0.572 2.083  0.01
C 6.333 0.147 2.495  0.00
C 7.581 -0.371 2.162  0.00
C 7.709 -1.556 1.447  0.00
C 6.592 -2.283 1.041  0.00
C 5.363 -1.767 1.381  0.00
H 6.235 1.062 3.064  0.00
H 8.472 0.162 2.466  0.00
H 8.698 -1.924 1.213  0.00
H 6.685 -3.213 0.497  0.00

## Properties
Maximum force (hartree/bohr): 0.0340
Gap between HOMO and LUMO (spin up / spin down) (eV): 7.2 / 6.6
ΔE to the lowest compared entry with this formula, charge and spin (kcal/mol): 8.82
Calculated total energy (Eh): -5707.75859
Net charge: +1
Multiplicity: 6
Expectation value of S²: 8.80
HOMO level (spin up / spin down) (eV): -9.21 / -9.59

3.
The following is a DFT calculation (ωB97M-V/def2-TZVPD) of C53H66F36N12O26S12 as an isolated structure in a non-equilibrium geometry.

Last column: Mulliken charge in e.
Positions of all 205 atoms, in Å:
C 0.470 1.586 2.141  -0.15
C -0.135 0.205 1.915  2.30
C 0.915 -0.885 2.171  0.29
C 1.426 -0.904 3.602  0.08
C 0.500 -0.361 4.721  -0.48
C -1.004 -0.439 4.262  0.84
N -1.246 0.095 2.863  1.44
O -2.355 0.389 2.514  0.60
C -2.008 0.430 5.085  -1.58
C -1.534 -1.879 4.284  -1.11
C -0.667 0.030 0.507  -0.70
H -0.304 2.335 2.017  -0.15
H 1.149 1.720 1.284  0.07
H 1.057 1.611 3.040  -0.13
H 1.693 -0.825 1.473  0.26
H 0.498 -1.947 1.935  -0.94
H 2.349 -0.414 3.584  0.73
H 1.594 -1.946 3.908  -0.88
H 0.773 0.616 5.147  -1.04
H 0.501 -1.059 5.563  0.93
H -2.959 0.249 4.665  0.62
H -1.789 1.491 4.902  0.25
H -1.976 0.235 6.152  0.27
H -1.099 -2.442 5.161  0.33
H -1.205 -2.511 3.466  0.01
H -2.586 -1.772 4.228  0.47
H 0.257 -0.078 -0.084  0.37
H -1.180 0.978 0.176  -0.86
H -1.306 -0.799 0.435  -0.08
C 1.008 -5.673 2.083  -0.97
C 2.484 -6.063 2.038  -0.40
N 3.390 -5.437 0.992  0.93
C 3.103 -4.024 0.629  -1.71
C 4.819 -5.494 1.573  0.57
C 5.848 -4.969 0.597  -1.38
C 3.359 -6.324 -0.273  -0.92
C 1.988 -6.500 -0.950  -0.70
O 1.815 -5.378 -1.776  -0.17
C 0.834 -5.465 -2.795  -0.69
H 0.738 -4.652 2.376  -0.16
H 0.546 -6.386 2.756  0.66
H 0.480 -5.772 1.168  0.01
H 2.657 -7.120 1.890  0.40
H 2.837 -5.698 2.991  0.54
H 1.998 -4.010 0.501  0.00
H 3.593 -3.790 -0.270  0.62
H 3.472 -3.331 1.359  0.58
H 4.979 -6.511 1.971  0.57
H 4.664 -4.802 2.397  -0.40
H 5.509 -4.132 -0.026  0.09
H 6.217 -5.746 -0.063  0.29
H 6.639 -4.592 1.180  0.58
H 3.726 -7.290 0.055  0.55
H 4.134 -5.898 -0.971  0.39
H 1.182 -6.898 -0.302  0.34
H 2.094 -7.430 -1.533  0.60
H 1.071 -6.380 -3.333  0.44
H 0.959 -4.612 -3.502  0.20
H -0.188 -5.515 -2.395  0.16
C -4.793 -1.633 -8.092  -0.99
N -4.794 -1.301 -6.664  0.39
C -5.833 -0.632 -6.187  -0.77
C -5.828 -0.306 -4.851  -0.68
C -4.925 -0.758 -3.991  0.48
C -3.824 -1.551 -4.471  -0.73
C -3.772 -1.705 -5.837  -1.48
C -5.024 -0.262 -2.548  1.50
C -3.967 0.409 -1.943  -0.59
C -4.120 0.778 -0.611  0.15
N -5.275 0.624 0.039  0.20
C -6.270 -0.096 -0.539  -1.11
C -6.178 -0.522 -1.862  -0.24
C -5.349 1.055 1.514  -0.88
H -5.141 -0.759 -8.594  0.45
H -5.417 -2.559 -8.252  0.30
H -3.778 -1.867 -8.346  0.34
H -6.613 -0.439 -6.875  0.52
H -6.732 0.197 -4.510  0.53
H -3.081 -1.949 -3.787  1.33
H -2.882 -2.066 -6.378  0.66
H -3.024 0.715 -2.367  0.43
H -3.370 1.332 -0.049  -0.19
H -7.063 -0.264 0.101  0.67
H -6.987 -1.176 -2.174  0.55
H -4.310 1.433 1.740  -0.06
H -5.591 0.095 1.956  0.73
H -6.106 1.907 1.647  0.26
C -0.626 5.364 -5.605  -1.18
N 0.173 5.167 -4.373  0.37
C 1.374 4.588 -4.395  0.02
C 2.130 4.413 -3.264  -0.72
C 1.659 4.869 -2.050  1.08
C 0.419 5.529 -2.087  -0.54
C -0.309 5.724 -3.219  -0.67
C 2.508 4.862 -0.831  0.79
C 3.881 5.065 -0.918  -0.43
C 4.658 5.058 0.222  -0.71
N 4.121 4.968 1.456  0.28
C 2.798 4.758 1.551  -0.13
C 1.972 4.691 0.435  -0.45
C 4.856 5.038 2.741  -0.88
H -1.727 5.143 -5.410  0.23
H -0.331 4.687 -6.442  0.43
H -0.437 6.367 -5.957  0.40
H 1.739 4.091 -5.316  0.44
H 3.133 3.970 -3.402  -0.26
H 0.008 5.962 -1.185  0.62
H -1.171 6.421 -3.294  0.43
H 4.351 5.123 -1.912  0.63
H 5.740 5.260 0.168  0.38
H 2.349 4.625 2.531  0.18
H 0.981 4.324 0.586  0.64
H 5.714 5.688 2.516  0.36
H 5.242 4.005 2.909  0.35
H 4.231 5.478 3.570  0.30
C -3.961 2.110 -7.378  0.63
F -4.644 1.199 -8.104  -0.24
F -4.335 3.314 -7.803  -0.24
F -4.182 2.144 -6.045  -0.09
S -2.156 1.846 -7.847  0.72
O -2.217 1.706 -9.270  -0.67
O -1.545 3.014 -7.287  -0.46
N -1.992 0.405 -7.120  -0.19
S -0.720 -0.094 -6.347  1.11
O -0.910 -1.508 -6.114  -0.73
O 0.473 0.427 -6.938  -0.66
C -0.857 0.562 -4.570  -0.08
F -1.967 1.196 -4.243  0.00
F -0.803 -0.534 -3.745  0.05
F 0.183 1.321 -4.340  -0.09
C 5.821 1.795 -3.266  0.54
F 6.263 1.229 -4.365  -0.23
F 6.843 1.816 -2.386  -0.23
F 5.562 3.062 -3.566  -0.23
S 4.217 1.004 -2.771  0.56
O 3.363 1.902 -3.542  -0.41
O 4.363 -0.378 -3.119  -0.53
N 4.098 1.282 -1.213  -0.22
S 3.770 0.081 -0.138  1.37
O 3.695 0.689 1.152  -0.80
O 2.608 -0.755 -0.469  -0.57
C 5.194 -1.047 -0.272  0.44
F 4.826 -2.217 -0.856  -0.28
F 6.186 -0.505 -0.971  -0.19
F 5.665 -1.368 0.904  -0.19
C 2.985 2.671 5.760  0.49
F 2.876 2.066 4.599  -0.03
F 3.209 1.874 6.790  -0.20
F 4.047 3.568 5.749  -0.29
S 1.453 3.687 6.119  1.03
O 0.516 2.693 6.585  -0.62
O 1.844 4.653 7.069  -0.64
N 1.216 4.297 4.680  -0.58
S -0.171 4.649 3.933  1.26
O 0.056 5.189 2.661  -0.88
O -1.057 3.528 3.979  -0.51
C -0.860 6.113 4.789  0.36
F -1.242 5.940 6.015  -0.18
F 0.024 7.176 4.790  -0.24
F -1.926 6.491 4.051  -0.13
C -4.156 4.972 1.221  0.32
F -4.810 6.018 0.764  -0.20
F -3.502 5.402 2.299  -0.09
F -5.069 4.070 1.586  -0.17
S -2.941 4.261 0.082  0.55
O -2.253 5.393 -0.428  -0.62
O -2.298 3.170 0.745  -0.46
N -4.026 3.723 -1.008  -0.46
S -3.976 3.783 -2.586  0.63
O -2.660 3.611 -3.083  0.00
O -5.028 3.006 -3.090  -0.67
C -4.481 5.545 -3.037  0.28
F -5.838 5.631 -3.120  -0.23
F -3.977 6.485 -2.232  -0.15
F -4.092 5.763 -4.340  -0.22
C -3.046 -4.492 -2.012  0.28
F -2.346 -4.546 -3.164  -0.16
F -4.170 -3.880 -2.372  -0.17
F -3.419 -5.742 -1.645  -0.23
S -1.882 -3.603 -0.870  0.95
O -0.887 -4.618 -0.658  -0.57
O -1.516 -2.401 -1.657  -0.34
N -2.697 -3.093 0.313  -0.34
S -4.014 -2.986 1.058  1.17
O -3.953 -1.882 2.043  -0.62
O -5.205 -3.220 0.303  -0.70
C -3.818 -4.488 2.198  0.36
F -3.830 -5.705 1.505  -0.25
F -2.636 -4.411 2.712  -0.09
F -4.769 -4.463 3.105  -0.20
C 6.025 -2.769 6.128  0.60
F 6.626 -3.491 7.081  -0.24
F 5.279 -1.839 6.747  -0.20
F 6.929 -2.250 5.387  -0.20
S 4.928 -3.816 5.052  1.12
O 4.535 -2.825 4.042  -0.54
O 5.508 -5.035 4.562  -0.74
N 3.843 -4.148 6.107  -0.59
S 2.362 -3.719 6.156  1.18
O 2.132 -2.428 6.812  -0.73
O 1.617 -3.965 4.933  -0.44
C 1.758 -5.006 7.351  0.46
F 2.643 -5.368 8.250  -0.21
F 0.669 -4.588 7.997  -0.21
F 1.463 -6.104 6.641  -0.22

## Properties
Maximum force (hartree/bohr): 0.0790
Gap between HOMO and LUMO (eV): 6.9
Calculated total energy (Eh): -13045.52634
HOMO level (eV): -9.34

The highest maximum force belongs to which entry? C53H66F36N12O26S12

The highest calculated total energy belongs to which entry? C53H58N5P2SSbSi2Ta

Which formula does entry 1 have? C53H58N5P2SSbSi2Ta

Which value of calculated total energy does entry 2 give? -5707.75859 Eh